DFT (the ωB97M-V functional and the def2-TZVPD basis) results for 4 unconnected molecules or ions with the total composition C8H24O4 at a distorted geometry.

Structure (XYZ):
```
36
Properties=species:S:1:pos:R:3:forces:R:3
C -4.746371 -3.206901 -0.391527 -0.55 0.72 -1.10
O -5.832411 -3.299871 0.544513 0.93 -0.34 -0.15
H -4.998821 -2.454921 -1.139127 0.13 0.41 0.06
H -3.773601 -2.924241 0.010843 -0.36 -0.03 0.68
H -4.580611 -4.069931 -1.036357 -0.29 -0.70 0.54
H -6.576541 -2.811631 0.184653 0.11 -0.05 -0.01
C -0.848721 -2.563561 -0.309777 -0.60 -0.72 -0.74
O -0.946541 -1.169791 -0.408887 0.49 0.39 0.44
H 0.093619 -2.991571 -0.651697 0.11 0.25 -0.46
H -0.986301 -3.031721 0.664913 -0.29 0.53 0.53
H -1.673491 -2.871011 -0.952677 0.21 -0.76 0.01
H -0.074971 -0.801891 -0.245777 0.22 0.31 0.13
C 0.436129 -0.096071 2.319003 0.06 0.27 0.01
C 1.840599 0.287079 1.815443 -0.57 -0.47 0.35
C 3.035799 -0.512331 2.326013 -0.75 -0.39 0.33
O 1.840859 0.179669 0.399843 -0.45 0.17 -0.19
H -0.323611 0.595959 1.955703 0.27 0.46 -0.08
H 0.424589 -0.010621 3.405583 -0.04 -0.29 0.06
H 0.004539 -1.039721 1.985293 0.69 -0.41 0.21
H 1.959649 1.316579 2.153183 0.18 0.37 -0.33
H 2.798079 -1.575591 2.358733 -0.02 -0.11 -0.16
H 3.300229 -0.231021 3.345353 0.27 0.15 -0.11
H 3.845869 -0.380181 1.608793 0.25 0.11 0.37
H 2.603179 0.664919 0.075813 0.06 -0.01 -0.35
C 0.154879 1.868809 -1.888837 -1.06 1.61 0.12
C 1.231519 2.997289 -1.993037 -1.15 -1.22 0.30
C 1.674539 3.651369 -0.690387 0.65 -0.90 0.11
O 2.306169 2.367349 -2.621467 1.79 0.22 -0.35
H 0.329879 1.033729 -1.210527 0.29 0.72 0.38
H -0.127461 1.363629 -2.812517 0.60 0.34 -0.60
H -0.754071 2.431529 -1.676137 -0.47 -0.46 0.69
H 0.907949 3.848249 -2.592427 -0.58 -0.17 -0.45
H 2.411389 4.421289 -0.919237 -0.18 0.19 0.01
H 2.207419 2.918109 -0.085007 -0.02 -0.13 0.15
H 0.872049 4.046139 -0.067287 -0.12 0.06 -0.35
H 1.964599 2.050879 -3.460977 0.19 -0.13 -0.06
```
Forces are in eV/Å.

The calculation puts the lowest unoccupied orbital energy at 0.793 eV. The SMILES is CC(C)O.CC(C)O.CO.CO. As for the relative energy (zero: lowest compared OMol25 entry of this formula, charge and spin): 138.8 kJ/mol. For the total energy, the calculation gives -620.08128 Eh.

=====

DFT (the ωB97M-V functional and the def2-TZVPD basis) results for a molecular structure, C8H24O4RbS4 at a distorted geometry.

Structure (XYZ):
```
41
Properties=species:S:1:pos:R:3:forces:R:3
Rb -0.064885 1.070462 -0.221871 0.25 -0.12 -0.49
C -3.349668 -3.131955 -2.011790 0.22 0.82 -0.41
S -2.386618 -2.252719 -0.707843 0.64 2.34 -0.45
O -1.612234 -1.085664 -1.376107 -1.20 -2.09 0.55
C -3.732160 -1.351525 0.141205 -0.38 -0.85 -0.43
H -3.874933 -4.034891 -1.700478 0.13 0.19 0.41
H -2.625305 -3.394293 -2.782880 0.26 -0.14 0.24
H -4.024900 -2.435332 -2.508641 -0.18 0.08 0.26
H -4.269845 -2.124086 0.690893 -0.27 0.16 0.15
H -4.376087 -0.886487 -0.605244 0.04 -0.13 -0.09
H -3.392984 -0.564048 0.814213 0.61 -0.37 -0.06
C -0.796195 -0.019705 -4.156653 0.29 -0.56 0.33
S 1.055385 -0.323539 -3.861242 -1.25 0.55 0.95
O 1.130096 -0.550842 -2.355058 0.23 0.29 -1.51
C 1.633042 1.419044 -4.100526 -0.94 -0.93 0.29
H -1.153201 0.604389 -3.337418 0.20 0.32 -0.18
H -1.341099 -0.952785 -4.013330 0.56 -0.35 0.26
H -1.152331 0.301822 -5.135374 0.74 0.52 -0.09
H 1.364793 1.760489 -5.100299 0.27 -0.06 -0.03
H 2.698602 1.441914 -3.872152 -0.15 0.06 -0.14
H 1.039342 1.965352 -3.367608 0.25 0.27 0.04
C 4.052090 -0.291120 3.359075 0.65 0.39 -0.40
S 2.713689 -0.760828 2.234676 -1.13 -0.14 -0.14
O 2.163443 0.434350 1.454659 1.60 -1.36 0.64
C 3.654700 -1.921426 1.102288 0.16 1.81 -0.18
H 3.750979 0.472860 4.075867 -0.51 -0.26 -0.04
H 4.931392 0.129461 2.871173 -0.05 -0.10 -0.41
H 4.362547 -1.198476 3.877163 -0.18 -0.06 0.05
H 3.902272 -2.909125 1.491219 -0.50 0.19 0.27
H 4.575123 -1.405393 0.829126 0.13 -0.04 0.00
H 3.041083 -1.918650 0.201417 -0.14 -0.40 0.12
C -2.028980 2.894344 2.221435 0.89 -0.24 0.15
S -1.281331 1.499812 3.227338 1.53 0.17 -1.73
O -0.968137 0.410506 2.193784 -0.80 0.78 1.35
C 0.413534 2.284379 3.549359 -0.40 -0.11 0.47
H -1.361610 3.221736 1.424239 0.71 -0.05 0.08
H -2.190029 3.771322 2.848387 -0.39 -0.17 0.12
H -2.881161 2.564157 1.627410 -0.45 -0.28 0.74
H 0.400020 2.903969 4.446040 -0.60 0.61 -0.29
H 0.808087 2.793646 2.670112 -0.34 0.09 0.06
H 1.173473 1.568873 3.863437 -0.51 -0.83 -0.46
```
Forces are in eV/Å.

The calculation puts the lowest unoccupied orbital energy (spin up / spin down) at 0.219 / 0.141 eV. As for the expectation value of S²: 0.75. Its spin multiplicity is 2. For the total energy, the calculation gives -2236.77267 Eh.

=====

DFT (the ωB97M-V functional and the def2-TZVPD basis) results for 4 unconnected molecules or ions with the total composition C8H24O4S4 at a distorted geometry.

Structure (XYZ):
```
40
Properties=species:S:1:pos:R:3:forces:R:3
C -5.820357 3.585442 -2.597713 0.43 0.25 -0.95
S -4.575179 2.532196 -1.714366 -0.93 1.90 -0.54
O -3.550949 3.584516 -1.336355 -0.69 -1.45 0.53
C -5.532623 1.917626 -0.255022 0.54 -0.43 0.55
H -5.237728 3.925638 -3.453811 0.35 -0.34 -0.18
H -6.071882 4.560822 -2.181217 0.03 -0.42 1.07
H -6.704731 3.141240 -3.054511 0.05 -0.56 0.53
H -6.570759 1.617058 -0.396562 -0.03 0.52 -0.53
H -5.434063 2.515515 0.651023 -0.12 0.58 -0.33
H -5.048511 0.976099 0.004323 0.12 -0.17 -0.15
C 3.474111 -3.303432 -2.247972 -0.59 0.51 -0.20
S 2.168210 -1.962179 -2.534502 -0.27 -1.14 -1.54
O 1.232822 -2.509676 -3.611335 1.17 0.77 1.66
C 1.335552 -2.156703 -0.950102 -0.46 -0.06 -0.51
H 3.073049 -4.315665 -2.196746 -0.54 0.21 -0.13
H 4.058612 -3.157858 -1.339528 0.00 0.44 -0.08
H 4.094896 -3.228505 -3.140783 0.07 0.04 0.14
H 2.117426 -2.011276 -0.204704 -0.29 -0.87 0.41
H 0.787626 -3.079672 -1.139876 0.63 -0.70 0.93
H 0.503371 -1.490211 -0.723457 0.29 0.75 -0.62
C 3.492983 0.560874 1.653586 0.82 -0.72 0.63
S 3.930486 -0.848948 2.859079 -1.44 -0.89 -1.34
O 2.707579 -1.814027 2.706525 2.43 1.58 -0.07
C 5.503318 -1.482914 2.034443 -0.25 0.05 -1.67
H 4.299180 1.294451 1.649316 -0.13 0.13 0.38
H 2.569829 0.945971 2.086683 0.25 0.18 0.00
H 3.336558 0.301910 0.606413 -0.04 -0.67 0.16
H 6.070432 -2.346839 2.381011 -0.67 0.10 1.12
H 6.232634 -0.694039 1.850404 -0.22 0.55 0.80
H 5.325611 -1.767804 0.997455 -0.81 -0.08 -0.14
C -0.152617 -0.175835 2.018598 0.86 0.41 1.60
S -1.354524 1.208044 2.070477 0.71 -0.78 -2.65
O -0.696802 2.552470 1.813314 -0.48 -1.39 0.41
C -2.305656 0.701512 0.513774 -1.01 0.64 1.65
H 0.555875 -0.038851 2.835534 0.17 0.36 0.01
H 0.427958 -0.232771 1.097843 -0.50 0.21 -0.17
H -0.605130 -1.116857 2.331321 -0.65 0.10 -0.51
H -1.644075 0.414844 -0.303681 0.07 0.46 0.21
H -3.030324 1.506155 0.389200 0.66 0.39 -0.66
H -2.962207 -0.108319 0.831921 0.46 -0.45 0.18
```
Forces are in eV/Å.

The calculation puts the lowest unoccupied orbital energy (spin up / spin down) at -3.408 / -8.273 eV. As for the relative energy (zero: lowest compared OMol25 entry of this formula, charge and spin): 27.1 kJ/mol. As for the expectation value of S²: 0.76. Its spin multiplicity is 2. For the total energy, the calculation gives -2212.38038 Eh. Its net charge is +1.

=====

What is the formula in the first record? C8H24O4